This record from the OMol25 dataset describes a 11-piece molecular cluster, C39H103N3O17 overall at a distorted geometry. The level of theory is ωB97M-V/def2-TZVPD.

Positions of all 162 atoms, in Å:
C (-7.996, -4.174, -3.319)
O (-9.371, -3.905, -3.068)
C (-9.657, -3.382, -1.799)
C (-11.200, -3.357, -1.596)
N (-11.702, -4.690, -1.769)
C (-12.927, -4.722, -2.497)
C (-13.610, -6.110, -2.595)
O (-12.939, -7.040, -3.375)
C (-13.706, -8.063, -3.976)
H (-7.977, -4.724, -4.260)
H (-7.517, -4.895, -2.656)
H (-7.317, -3.325, -3.399)
H (-9.298, -2.377, -1.579)
H (-9.313, -4.072, -1.029)
H (-11.573, -2.738, -2.413)
H (-11.344, -3.047, -0.561)
H (-11.034, -4.916, -2.493)
H (-12.752, -4.342, -3.503)
H (-13.642, -4.040, -2.038)
H (-14.632, -5.998, -2.955)
H (-13.683, -6.589, -1.618)
H (-13.181, -8.962, -4.297)
H (-14.256, -7.655, -4.824)
H (-14.431, -8.462, -3.267)
C (-2.945, 4.907, 11.469)
O (-2.662, 4.208, 10.235)
C (-2.276, 2.839, 10.492)
C (-2.141, 2.072, 9.149)
N (-3.471, 1.821, 8.582)
C (-3.331, 1.459, 7.148)
C (-4.564, 0.725, 6.751)
O (-4.511, -0.629, 7.189)
C (-5.750, -1.228, 6.990)
H (-3.534, 5.737, 11.079)
H (-2.083, 5.301, 12.008)
H (-3.662, 4.404, 12.118)
H (-3.107, 2.375, 11.023)
H (-1.371, 2.653, 11.071)
H (-1.689, 1.093, 9.308)
H (-1.476, 2.703, 8.560)
H (-4.060, 2.638, 8.662)
H (-2.492, 0.766, 7.078)
H (-3.193, 2.373, 6.571)
H (-4.603, 0.728, 5.662)
H (-5.459, 1.176, 7.180)
H (-6.483, -0.671, 7.573)
H (-5.733, -2.241, 7.392)
H (-6.025, -1.324, 5.940)
C (6.226, -3.675, 1.120)
O (6.865, -2.525, 1.695)
C (8.264, -2.735, 1.548)
C (8.995, -1.514, 2.138)
N (8.712, -0.254, 1.467)
C (9.770, 0.765, 1.645)
C (9.214, 2.163, 1.297)
O (8.126, 2.469, 2.099)
C (7.862, 3.858, 2.080)
H (6.287, -4.596, 1.700)
H (6.629, -3.891, 0.130)
H (5.156, -3.499, 1.011)
H (8.585, -2.918, 0.522)
H (8.538, -3.660, 2.054)
H (10.049, -1.764, 2.011)
H (8.860, -1.455, 3.218)
H (7.852, 0.114, 1.847)
H (10.724, 0.645, 1.131)
H (9.945, 0.837, 2.719)
H (8.819, 2.124, 0.282)
H (9.996, 2.914, 1.403)
H (6.938, 4.137, 2.585)
H (7.728, 4.266, 1.078)
H (8.620, 4.497, 2.534)
C (6.056, 0.862, 7.189)
C (4.997, -0.118, 7.694)
C (4.105, -0.618, 6.578)
O (5.602, -1.264, 8.244)
H (6.732, 0.490, 6.419)
H (6.747, 1.235, 7.946)
H (5.649, 1.765, 6.735)
H (4.381, 0.315, 8.482)
H (3.576, -1.502, 6.933)
H (4.630, -0.978, 5.694)
H (3.413, 0.107, 6.148)
H (4.885, -1.779, 8.621)
C (-3.089, -7.765, 2.173)
C (-2.348, -8.808, 3.017)
C (-3.304, -9.983, 3.291)
O (-1.191, -9.290, 2.286)
H (-2.455, -6.896, 1.996)
H (-3.974, -7.407, 2.699)
H (-3.323, -8.090, 1.159)
H (-1.987, -8.354, 3.940)
H (-2.892, -10.734, 3.966)
H (-3.561, -10.493, 2.362)
H (-4.167, -9.639, 3.860)
H (-1.569, -9.789, 1.558)
C (6.249, 6.484, -5.387)
C (7.133, 7.696, -5.256)
C (8.572, 7.365, -5.782)
O (6.560, 8.761, -6.034)
H (6.677, 5.693, -4.771)
H (6.233, 6.133, -6.419)
H (5.291, 6.724, -4.926)
H (7.123, 7.938, -4.193)
H (9.242, 8.209, -5.619)
H (8.598, 6.999, -6.809)
H (8.932, 6.562, -5.139)
H (5.801, 9.061, -5.529)
C (10.199, -2.358, -5.705)
C (9.844, -1.504, -4.488)
C (8.281, -1.732, -4.195)
O (10.664, -1.862, -3.447)
H (10.271, -3.418, -5.460)
H (11.170, -2.114, -6.135)
H (9.575, -2.182, -6.581)
H (10.169, -0.485, -4.701)
H (7.621, -1.442, -5.013)
H (8.009, -1.141, -3.320)
H (7.965, -2.707, -3.826)
H (10.228, -1.427, -2.710)
C (-0.153, -0.030, -0.779)
C (0.231, 1.075, 0.208)
C (1.564, 1.743, 0.072)
O (-0.766, 2.042, 0.071)
H (-1.042, -0.545, -0.415)
H (0.613, -0.802, -0.851)
H (-0.327, 0.402, -1.765)
H (0.209, 0.641, 1.207)
H (2.344, 0.983, 0.106)
H (1.793, 2.509, 0.813)
H (1.857, 2.271, -0.835)
H (-0.586, 2.444, -0.781)
O (-2.286, -0.473, -8.664)
C (-1.269, -1.358, -8.992)
C (-0.404, -1.649, -7.716)
O (0.589, -0.726, -7.296)
H (-2.212, -0.206, -7.745)
H (-1.691, -2.301, -9.339)
H (-0.642, -0.848, -9.723)
H (0.126, -2.601, -7.751)
H (-1.130, -1.839, -6.925)
H (0.123, 0.110, -7.230)
O (-0.732, 7.769, -7.480)
C (-0.029, 7.017, -8.459)
C (-0.633, 5.562, -8.567)
O (-0.615, 4.945, -7.253)
H (-1.363, 8.351, -7.911)
H (-0.128, 7.446, -9.456)
H (1.046, 6.986, -8.278)
H (-0.055, 4.919, -9.230)
H (-1.681, 5.564, -8.868)
H (-1.304, 5.379, -6.745)
O (-6.025, 4.825, -0.180)
C (-6.015, 6.108, -0.715)
C (-5.711, 6.054, -2.232)
O (-4.277, 6.112, -2.483)
H (-5.109, 4.540, -0.214)
H (-7.020, 6.488, -0.534)
H (-5.320, 6.888, -0.404)
H (-6.154, 6.892, -2.770)
H (-6.204, 5.156, -2.605)
H (-4.012, 7.035, -2.487)

Net charge   0
F_max   3.1 eV/Å
HOMO level   -8.774 eV
Relative energy (zero: lowest compared OMol25 entry of this formula, charge and spin)   385.1 kJ/mol

---

This record from the OMol25 dataset describes a 2-piece molecular cluster, C3H8O2 overall at a distorted geometry. The level of theory is ωB97M-V/def2-TZVPD.

Positions of all 13 atoms, in Å:
C (1.289, -0.180, 2.176)
O (2.029, 0.543, 1.496)
H (0.215, -0.322, 1.932)
H (1.448, -0.569, 3.202)
C (-0.763, -0.788, -1.364)
C (-0.100, 0.609, -0.862)
O (-0.667, 1.325, 0.259)
H (-1.675, -1.317, -0.966)
H (0.162, -1.527, -1.346)
H (-1.036, -0.745, -2.507)
H (0.937, 0.490, -0.705)
H (-0.224, 1.307, -1.718)
H (-1.614, 1.175, 0.404)

Net charge   0
F_max   3.8 eV/Å
HOMO level   -9.852 eV
Relative energy (zero: lowest compared OMol25 entry of this formula, charge and spin)   264.6 kJ/mol

---

This record from the OMol25 dataset describes a 5-piece molecular cluster, C16H43BN4O7P overall. The level of theory is ωB97M-V/def2-TZVPD.

Positions of all 72 atoms, in Å:
C (-1.407, 0.896, 0.775)
C (-2.334, 1.498, -0.280)
O (-3.120, 2.574, 0.218)
C (-3.989, 2.239, 1.302)
P (-5.397, 0.944, 1.034)
B (-6.921, 2.295, 1.082)
O (-6.961, 3.459, 0.331)
O (-8.068, 2.096, 1.888)
C (-9.055, 1.187, 1.458)
H (-0.576, 0.390, 0.277)
H (-1.909, 0.180, 1.424)
H (-1.028, 1.728, 1.366)
H (-2.967, 0.735, -0.741)
H (-1.718, 1.936, -1.068)
H (-3.411, 1.897, 2.178)
H (-4.482, 3.186, 1.564)
H (-5.272, 1.072, -0.450)
H (-4.363, -0.150, 1.027)
H (-5.487, 0.836, 2.537)
H (-6.468, -0.104, 0.903)
H (-7.787, 3.928, 0.513)
H (-8.642, 0.447, 0.768)
H (-9.455, 0.652, 2.324)
H (-9.885, 1.714, 0.969)
C (0.582, -0.221, -3.299)
O (0.122, 0.757, -2.746)
N (1.515, -1.023, -2.746)
C (2.078, -2.178, -3.404)
C (1.966, -0.725, -1.398)
H (0.267, -0.550, -4.305)
H (1.883, -3.077, -2.817)
H (3.162, -2.067, -3.503)
H (1.643, -2.284, -4.398)
H (1.129, -0.750, -0.699)
H (2.411, 0.270, -1.346)
H (2.702, -1.474, -1.119)
C (-1.207, 3.908, 2.825)
O (-0.301, 3.150, 3.121)
N (-1.051, 5.020, 2.076)
C (-2.176, 5.843, 1.704)
C (0.277, 5.350, 1.606)
H (-2.253, 3.717, 3.105)
H (-2.302, 5.877, 0.620)
H (-2.065, 6.867, 2.074)
H (-3.082, 5.415, 2.130)
H (0.685, 4.541, 0.997)
H (0.961, 5.513, 2.441)
H (0.220, 6.256, 1.005)
C (2.560, -5.950, -1.732)
O (2.458, -4.833, -1.271)
N (3.597, -6.345, -2.504)
C (3.699, -7.680, -3.038)
C (4.636, -5.368, -2.789)
H (1.814, -6.744, -1.559)
H (4.600, -8.186, -2.682)
H (3.719, -7.674, -4.130)
H (2.833, -8.259, -2.717)
H (5.094, -5.001, -1.870)
H (4.225, -4.504, -3.312)
H (5.394, -5.840, -3.412)
C (4.946, -1.435, 0.505)
O (5.406, -1.884, -0.528)
N (5.653, -0.700, 1.389)
C (5.057, -0.176, 2.598)
C (7.047, -0.426, 1.097)
H (3.900, -1.582, 0.814)
H (5.098, 0.914, 2.622)
H (5.561, -0.561, 3.488)
H (4.011, -0.475, 2.640)
H (7.149, 0.113, 0.154)
H (7.617, -1.353, 1.011)
H (7.460, 0.177, 1.903)

Net charge   -1
F_max   0.4 eV/Å
HOMO level   -2.356 eV

---

This record from the OMol25 dataset describes C5H38NO14 as an isolated structure at a distorted geometry. The level of theory is ωB97M-V/def2-TZVPD.

Positions of all 58 atoms, in Å:
C (-1.225, -2.474, 0.892)
C (-1.100, -0.947, 0.337)
C (0.189, -0.933, -0.523)
C (0.800, 0.450, -0.810)
N (-2.444, -0.906, -0.425)
C (-3.668, -0.345, 0.219)
O (-3.744, 1.031, 0.138)
H (-1.652, -2.355, 1.849)
H (-1.788, -3.063, 0.179)
H (-0.282, -3.064, 0.865)
H (-1.208, -0.159, 1.148)
H (0.960, -1.513, 0.215)
H (0.004, -1.483, -1.395)
H (1.113, 0.981, 0.086)
H (0.253, 1.200, -1.354)
H (1.833, 0.427, -1.171)
H (-2.173, -0.602, -1.332)
H (-4.517, -0.913, -0.161)
H (-3.527, -0.648, 1.275)
H (1.886, -4.015, -0.118)
H (2.743, -3.955, 1.228)
O (2.502, -4.453, 0.452)
H (0.393, 1.378, 2.050)
H (1.517, 0.872, 3.112)
O (1.286, 1.180, 2.253)
H (1.084, -3.910, -2.429)
H (-0.262, -3.874, -1.592)
O (0.648, -4.078, -1.616)
H (-1.496, 0.857, 2.982)
H (-0.705, -0.511, 3.189)
O (-1.030, 0.306, 3.643)
H (-2.791, -2.315, -2.497)
H (-2.189, -2.950, -1.528)
O (-2.236, -3.103, -2.501)
H (3.473, -1.641, 1.872)
H (2.105, -0.727, 2.076)
O (2.531, -1.633, 1.940)
H (3.436, -0.340, -1.898)
H (2.186, -0.832, -2.527)
O (3.063, -0.537, -2.746)
H (0.216, 4.334, -2.110)
H (0.892, 4.098, -0.720)
O (1.084, 4.176, -1.687)
H (-1.394, 2.619, 2.141)
H (-0.267, 3.566, 2.749)
O (-0.741, 3.520, 1.893)
H (-2.145, 3.303, -0.879)
H (-1.281, 3.769, 0.250)
O (-1.435, 3.892, -0.672)
H (1.924, 2.204, -3.549)
H (1.094, 3.603, -3.514)
O (1.482, 2.915, -4.026)
H (5.129, 0.499, -0.820)
H (4.032, 1.122, -0.061)
O (4.245, 0.273, -0.459)
H (-3.040, 2.426, 2.775)
H (-3.325, 1.406, 1.055)
O (-2.437, 1.872, 2.255)

Net charge   -1
F_max   4.2 eV/Å
HOMO level   -6.112 eV
Relative energy (zero: lowest compared OMol25 entry of this formula, charge and spin)   195.7 kJ/mol

---

This record from the OMol25 dataset describes a 15-piece molecular cluster, C20H14Cl56FNO6P2 overall at a distorted geometry. The level of theory is ωB97M-V/def2-TZVPD.

Positions of all 100 atoms, in Å:
C (5.405, 2.603, -1.806)
C (4.268, 1.958, -1.061)
F (4.377, 0.589, -1.120)
C (2.919, 2.321, -1.661)
O (2.571, 1.908, -2.739)
O (2.178, 3.088, -0.840)
C (1.343, 4.060, -1.462)
C (1.946, 4.750, -2.669)
C (1.087, 5.141, -0.358)
P (2.525, 6.197, 0.027)
O (2.471, 6.719, 1.377)
O (2.420, 7.425, -1.002)
O (3.919, 5.423, -0.142)
P (-0.375, 3.416, -1.974)
N (-1.504, 4.071, -0.867)
O (-0.323, 1.828, -1.619)
H (5.227, 3.638, -2.062)
H (6.271, 2.590, -1.157)
H (5.667, 1.989, -2.655)
H (4.278, 2.270, -0.023)
H (1.818, 4.130, -3.546)
H (1.380, 5.651, -2.851)
H (3.010, 4.923, -2.575)
H (0.271, 5.780, -0.650)
H (0.903, 4.610, 0.555)
H (2.831, 7.254, -1.857)
H (4.455, 5.708, -0.894)
H (-2.236, 3.420, -0.620)
H (-1.932, 4.900, -1.251)
H (-0.265, 1.727, -0.654)
C (-2.137, 0.125, 2.277)
Cl (-0.833, -0.986, 1.862)
Cl (-1.458, 1.697, 2.713)
Cl (-3.226, 0.306, 0.892)
Cl (-3.034, -0.532, 3.649)
C (-5.531, -0.748, 7.148)
Cl (-7.204, -1.282, 7.332)
Cl (-4.681, -0.939, 8.682)
Cl (-4.728, -1.722, 5.910)
Cl (-5.503, 0.948, 6.663)
C (-7.370, -5.200, 6.312)
Cl (-8.920, -5.070, 7.144)
Cl (-7.305, -3.986, 5.028)
Cl (-6.056, -4.919, 7.459)
Cl (-7.200, -6.805, 5.606)
C (6.509, 6.412, -4.192)
Cl (6.014, 5.294, -5.457)
Cl (6.915, 7.972, -4.891)
Cl (5.155, 6.617, -3.050)
Cl (7.896, 5.769, -3.309)
C (-6.901, -8.199, 1.550)
Cl (-6.950, -6.591, 2.271)
Cl (-5.288, -8.889, 1.763)
Cl (-8.091, -9.233, 2.349)
Cl (-7.277, -8.089, -0.170)
C (-3.079, 2.954, -5.656)
Cl (-4.804, 2.626, -5.423)
Cl (-2.183, 2.595, -4.173)
Cl (-2.466, 1.958, -6.979)
Cl (-2.863, 4.662, -6.061)
C (-12.564, -3.226, 5.855)
Cl (-12.377, -3.926, 4.245)
Cl (-10.977, -2.771, 6.480)
Cl (-13.600, -1.799, 5.761)
Cl (-13.296, -4.417, 6.934)
C (-0.163, -4.986, 3.429)
Cl (0.437, -5.106, 5.080)
Cl (-1.277, -3.620, 3.341)
Cl (1.196, -4.697, 2.334)
Cl (-0.987, -6.473, 2.961)
C (-0.196, -10.277, 0.918)
Cl (-1.881, -10.001, 1.375)
Cl (0.655, -8.734, 0.874)
Cl (0.567, -11.339, 2.103)
Cl (-0.136, -11.033, -0.676)
C (2.036, -1.952, 7.311)
Cl (3.375, -3.056, 6.980)
Cl (2.666, -0.324, 7.576)
Cl (0.935, -1.942, 5.935)
Cl (1.170, -2.493, 8.752)
C (9.842, 4.695, -7.747)
Cl (8.553, 3.640, -8.338)
Cl (9.921, 6.145, -8.752)
Cl (9.497, 5.157, -6.077)
Cl (11.381, 3.837, -7.823)
C (2.589, 1.942, 3.073)
Cl (2.135, 0.657, 1.938)
Cl (2.646, 3.504, 2.250)
Cl (1.403, 1.999, 4.381)
Cl (4.182, 1.588, 3.745)
C (-9.598, -6.326, -3.035)
Cl (-8.645, -4.902, -3.458)
Cl (-8.641, -7.783, -3.334)
Cl (-10.046, -6.250, -1.330)
Cl (-11.058, -6.374, -4.026)
C (13.188, 0.762, -9.627)
Cl (11.437, 0.594, -9.489)
Cl (13.766, 1.958, -8.458)
Cl (13.956, -0.792, -9.298)
Cl (13.603, 1.293, -11.258)

Net charge   0
F_max   2.4 eV/Å
HOMO level   -8.201 eV

---

This record from the OMol25 dataset describes one molecule with the formula C5H8O2S at a distorted geometry. The level of theory is ωB97M-V/def2-TZVPD.

Positions of all 16 atoms, in Å:
O (-1.251, -0.784, -1.342)
C (-1.027, -0.841, 0.067)
C (-1.194, 0.527, 0.323)
O (-0.377, 1.375, -0.554)
C (0.866, 1.630, -0.201)
C (1.895, 0.750, -0.184)
S (1.648, -1.007, -0.498)
C (0.293, -1.500, 0.414)
H (-0.314, -0.513, -1.564)
H (-1.969, -1.323, 0.419)
H (-1.023, 0.881, 1.474)
H (-2.184, 0.902, 0.140)
H (1.120, 2.743, -0.415)
H (2.830, 1.121, 0.077)
H (0.111, -2.580, 0.343)
H (0.576, -1.382, 1.502)

Net charge   0
F_max   7.4 eV/Å
HOMO level   -8.647 eV
Relative energy (zero: lowest compared OMol25 entry of this formula, charge and spin)   274.5 kJ/mol

---

This record from the OMol25 dataset describes one molecule with the formula C4H7NO at a distorted geometry. The level of theory is ωB97M-V/def2-TZVPD.

Positions of all 13 atoms, in Å:
C (-1.823, -0.730, 0.080)
C (-0.669, 0.113, -0.414)
O (0.098, 0.516, 0.715)
C (1.401, 0.897, 0.392)
C (2.247, -0.278, 0.060)
N (2.877, -1.214, -0.193)
H (-2.434, -0.172, 0.795)
H (-2.453, -1.030, -0.763)
H (-1.440, -1.628, 0.573)
H (-1.022, 1.007, -0.953)
H (-0.045, -0.476, -1.103)
H (1.827, 1.398, 1.266)
H (1.434, 1.597, -0.457)

Net charge   0
F_max   1.1 eV/Å
HOMO level   -10.812 eV
Relative energy (zero: lowest compared OMol25 entry of this formula, charge and spin)   147.2 kJ/mol

---

This record from the OMol25 dataset describes a 3-piece molecular cluster, C2H11N2O overall at a distorted geometry. The level of theory is ωB97M-V/def2-TZVPD.

Positions of all 16 atoms, in Å:
N (-1.031, -0.173, 0.961)
C (-0.170, -0.819, 1.852)
C (1.207, -0.783, 1.189)
N (0.037, 2.194, -2.310)
H (-0.532, 2.335, -3.096)
H (-1.852, 0.259, 1.342)
H (-0.924, -0.173, -0.074)
H (-0.349, -1.845, 2.122)
H (-0.030, -0.156, 2.743)
H (1.411, 0.321, 1.122)
H (1.150, -1.341, 0.246)
H (0.065, 1.177, -2.159)
H (1.941, -1.288, 1.769)
H (-1.281, -1.291, -1.746)
H (0.871, 2.510, -2.643)
O (-0.513, -0.926, -1.319)

Net charge   +1
F_max   3.5 eV/Å
HOMO level   -14.049 eV
Relative energy (zero: lowest compared OMol25 entry of this formula, charge and spin)   757.2 kJ/mol